# 1
Molecular formula: C21H25F6N5NaO2
Method: DFT, the ωB97M-V functional and the def2-TZVPD basis

XYZ file:
```
60
Properties=species:S:1:pos:R:3:mulliken_charge:R:1
Na -0.2835 0.4443 -0.2692 1.51
C 1.5057 -1.9865 2.9912 -1.31
C 0.3404 -1.5031 2.1837 0.49
N 0.0902 -0.2748 1.9293 0.11
N 0.9499 0.6694 2.4320 -0.78
C 0.6613 1.8702 1.9150 0.17
O -0.2101 2.1679 1.0654 -0.84
C 1.5544 2.9761 2.4403 0.38
C 1.4007 4.2660 1.9500 -0.41
C 2.1895 5.3030 2.4347 -0.61
C 3.1405 5.0588 3.4179 -0.33
C 3.3046 3.7663 3.9049 -0.65
C 2.5175 2.7318 3.4179 -0.16
C -0.5710 -2.5078 1.5441 0.77
C -0.2605 -3.8643 1.5989 -0.54
C -1.0881 -4.7773 0.9657 -0.59
C -2.2024 -4.3178 0.2890 -0.75
C -2.4336 -2.9477 0.2867 -0.02
N -1.6604 -2.0644 0.9027 -0.06
H 2.0378 -1.1316 3.3957 0.24
H 2.1949 -2.5655 2.3688 0.26
H 1.1808 -2.6307 3.8138 0.36
H 0.6512 4.4275 1.1848 0.40
H 2.0582 6.3048 2.0423 0.37
H 3.7497 5.8687 3.8023 0.36
H 4.0476 3.5611 4.6666 0.37
H 2.6336 1.7200 3.7802 0.37
H 0.6281 -4.1963 2.1165 0.32
H -0.8539 -5.8351 0.9917 0.37
H -2.8709 -4.9906 -0.2318 0.37
H -3.2867 -2.5396 -0.2491 0.35
N -2.6828 0.8576 -0.1273 -0.15
C -3.7702 1.3241 -0.9724 -0.83
C -3.2534 2.2849 -2.0394 -0.66
C -2.0675 1.7361 -2.8393 -0.28
N -0.7843 2.0705 -2.2099 -0.32
H -2.9425 0.1392 0.5374 0.15
H -2.2305 1.6106 0.3868 0.16
H -4.5957 1.7958 -0.4239 0.36
H -4.1944 0.4515 -1.4817 0.33
H -2.9363 3.2225 -1.5683 0.32
H -4.0855 2.5345 -2.7055 0.33
H -2.1236 2.0848 -3.8764 0.41
H -2.1278 0.6452 -2.8786 0.14
H -0.4067 2.9436 -2.5510 0.20
H -0.1011 1.3392 -2.3938 0.04
C 0.1831 -3.0086 -2.6105 -1.68
C 0.9893 -1.7073 -2.4420 0.97
O 0.3578 -0.8108 -1.6726 -1.36
C 1.2247 -1.1164 -3.8545 0.44
F 0.0381 -0.8009 -4.4182 -0.26
F 1.9538 0.0151 -3.8368 -0.27
F 1.8438 -1.9622 -4.7153 -0.30
C 2.3491 -2.0790 -1.7950 0.53
F 3.1515 -1.0224 -1.6001 -0.27
F 2.1326 -2.6356 -0.5822 -0.18
F 3.0657 -2.9870 -2.5081 -0.32
H -0.7861 -2.7412 -3.0298 0.42
H 0.0163 -3.4367 -1.6230 0.20
H 0.6674 -3.7498 -3.2505 0.36
```

## Properties
- Charge: -1
- HOMO level: -4.6229 eV
- Spin multiplicity: 1
- Kohn-Sham gap: 6.9217 eV

---

# 2
Molecular formula: C21H25N2O4S3V
Method: DFT, the ωB97M-V functional and the def2-TZVPD basis

XYZ file:
```
56
Properties=species:S:1:pos:R:3:mulliken_charge:R:1
V -0.8215 0.1208 -0.7393 -0.30
C -3.7302 -0.3564 0.5707 -0.94
C -4.0533 -0.9300 -0.8079 -0.73
C -2.8878 -0.7726 -1.7681 -0.06
N -1.7470 -1.6105 -1.3511 -0.31
C -0.4833 -1.4636 -1.9960 -0.14
S -0.1547 -0.1068 -2.9684 -0.04
N 0.3591 -2.6306 -1.9622 0.00
C 0.9634 -3.1982 -0.9311 0.98
O 1.0639 -2.4864 0.2280 -0.35
C 1.5214 -4.4927 -0.9233 0.64
C 1.1676 -5.4214 -1.9351 -0.42
C 1.7442 -6.6662 -1.9471 -0.94
C 2.6684 -7.0124 -0.9564 -0.34
C 3.0114 -6.1158 0.0566 -0.84
C 2.4439 -4.8651 0.0840 -0.30
H -4.5494 -0.5170 1.2691 0.45
H -3.5712 0.7254 0.5157 0.25
H -2.8520 -0.8315 1.0284 0.18
H -4.9070 -0.4085 -1.2403 0.42
H -4.3455 -1.9816 -0.7472 0.39
H -2.5785 0.3123 -1.7488 0.22
H -3.1109 -0.9349 -2.8242 0.55
H -2.0096 -2.5120 -0.9682 0.32
H 0.4813 -3.1045 -2.8525 0.32
H 0.4144 -5.1863 -2.6778 0.37
H 1.4734 -7.3836 -2.7094 0.46
H 3.1173 -7.9976 -0.9698 0.45
H 3.7233 -6.4062 0.8167 0.45
H 2.7143 -4.1702 0.8664 0.43
C 2.6790 -0.4960 -0.6832 -1.19
S 1.1840 -0.8449 0.2171 0.86
C 1.6125 -0.6191 1.9252 -1.11
H 3.4518 -1.2028 -0.3774 0.51
H 2.9571 0.5235 -0.3987 0.48
H 2.4497 -0.5333 -1.7479 0.36
H 1.6662 0.4650 2.0624 0.45
H 2.5643 -1.1021 2.1426 0.48
H 0.7974 -1.0309 2.5214 0.46
O 0.0598 7.9706 3.9565 -0.43
C 0.8267 7.2356 3.1513 0.59
O 2.0156 7.2112 3.2628 -0.49
C 0.1514 6.3717 2.1012 0.63
C -1.1747 5.9629 2.1664 -0.70
C -1.6911 5.1080 1.2011 -0.55
C -0.8579 4.6884 0.1755 0.10
S -1.5207 3.6297 -1.1005 -0.07
C 0.4624 5.1137 0.0722 -0.34
C 0.9649 5.9456 1.0536 -0.54
H -0.8566 8.0307 3.6736 0.31
H -1.8228 6.2685 2.9781 0.30
H -2.7233 4.7865 1.2501 0.45
H 1.0826 4.8090 -0.7612 0.51
H 1.9909 6.2872 1.0292 0.49
O -0.3507 1.6989 0.3522 -0.53
C -0.9841 2.1266 -0.6352 0.77
```

## Properties
- Relative energy (zero: lowest compared OMol25 entry of this formula, charge and spin): 13.60 kcal/mol
- Charge: +3
- HOMO level (alpha / beta): -16.2137 / -16.2144 eV
- Spin multiplicity: 2
- Kohn-Sham gap (alpha / beta): 5.4712 / 5.5272 eV
- Expectation value of S²: 0.901

---

# 3
Molecular formula: C21H25N2O7P
Method: DFT, the ωB97M-V functional and the def2-TZVPD basis

XYZ file:
```
56
Properties=species:S:1:pos:R:3:mulliken_charge:R:1
N -1.8670 4.0264 0.0771 -0.63
P -2.3699 3.1775 -1.1905 0.13
C -1.0414 1.9218 -1.5566 0.45
C 0.0038 2.1355 -2.5700 -0.45
C 1.0496 1.1191 -2.7781 -0.47
C 0.9822 -0.0723 -1.9524 0.42
C -0.0693 -0.3265 -0.9411 0.12
C -1.0950 0.6821 -0.7435 -0.39
C -0.0025 -1.6616 -0.1218 -0.11
O -0.9812 -2.2749 0.2244 -0.52
C 1.4486 -2.1432 0.2192 -0.27
C 2.4128 -1.9076 -0.7138 0.66
C 3.9228 -2.2871 -0.5077 -1.06
C 4.5147 -1.3031 0.6251 -0.60
C 3.7882 0.0740 0.7034 0.58
N 3.9482 1.1346 -0.2445 -0.57
O 3.0248 0.2617 1.6439 -0.53
C 2.0792 -1.1891 -2.0717 -0.08
O 2.6403 -1.4523 -3.1053 -0.53
H -2.5484 3.9152 0.8394 0.21
H -3.6044 2.5749 -0.7960 0.11
H -2.5865 4.0823 -2.2669 0.09
H 0.0682 3.0654 -3.1761 0.33
H 1.8798 1.2050 -3.5104 0.41
H -1.9129 0.5517 0.0065 0.37
H 1.6932 -2.6337 1.1922 0.37
H 4.0739 -3.3639 -0.2555 0.40
H 4.5080 -2.0922 -1.4513 0.28
H 4.3526 -1.8532 1.5949 0.27
H 5.6243 -1.1686 0.5277 0.42
H 3.5498 1.9744 0.2107 0.28
H 3.4720 0.9520 -1.1297 0.25
O 2.8200 4.1892 0.6124 -0.65
C 2.1178 4.1225 1.5866 0.53
C 0.9580 3.1805 1.7811 0.47
C 0.2370 3.8016 2.9619 -0.63
C 1.3667 4.4785 3.7098 -0.44
O 2.3014 4.8793 2.6973 -0.39
H 1.3451 2.1849 2.0151 0.19
H 0.3260 3.1493 0.8954 -0.25
H -0.3123 3.0825 3.5707 0.40
H -0.4730 4.5511 2.6036 0.24
H 1.8731 3.8002 4.4021 0.24
H 1.0270 5.3553 4.2610 0.35
O -7.0477 -4.8190 0.0325 -0.56
C -5.9422 -4.6355 -0.3899 0.49
C -4.6553 -5.0774 0.2658 -0.44
C -3.6192 -4.2513 -0.4761 -0.26
C -4.2665 -4.0616 -1.8320 -0.45
O -5.6780 -4.0217 -1.5745 -0.35
H -4.5203 -6.1479 0.0981 0.26
H -4.6625 -4.8543 1.3308 0.28
H -2.6379 -4.7223 -0.5297 0.34
H -3.5005 -3.2835 0.0163 0.14
H -4.0602 -4.8930 -2.5117 0.25
H -3.9552 -3.1319 -2.3081 0.30
```

## Properties
- Charge: 0
- HOMO level: -8.9063 eV
- Spin multiplicity: 1
- Kohn-Sham gap: 7.4519 eV
- Structure (SMILES): N=[PH2]c1ccc2c(c1)C(=O)C=C(CCC(N)=O)C2=O.O=C1CCCO1.O=C1CCCO1

---

# 4
Molecular formula: C21H25N2PdS
Method: DFT, the ωB97M-V functional and the def2-TZVPD basis

XYZ file:
```
50
Properties=species:S:1:pos:R:3:mulliken_charge:R:1
C -0.4369 0.7708 -4.4826 1.21
C 0.1421 2.1193 -4.3845 -1.38
C 0.3919 -0.3283 -4.9941 -1.28
C -1.8971 0.6221 -4.4348 -1.40
H 0.4341 -0.3277 -6.0989 0.37
H 0.0026 -1.3128 -4.7010 0.35
H 1.4304 -0.2500 -4.6414 0.27
H 0.1443 2.6271 -5.3667 0.35
H 1.1835 2.0947 -4.0355 0.30
H -0.4359 2.7556 -3.7001 0.33
H -2.3566 0.7758 -5.4284 0.38
H -2.3518 1.3620 -3.7620 0.33
H -2.2001 -0.3797 -4.1048 0.30
C 1.9783 -0.2938 0.9868 -0.28
C 2.0587 -0.9981 -0.2521 -0.61
C 1.8488 -0.0626 -1.3176 -0.41
H 2.2621 -2.0571 -0.3685 0.55
C 1.7008 1.2380 -0.7348 0.03
C 1.7570 1.0881 0.6898 -0.83
H 1.6626 1.8823 1.4170 0.47
H 2.0989 -0.7189 1.9795 0.50
H 1.8377 -0.2838 -2.3832 0.33
H 1.5764 2.1724 -1.2757 0.44
C -2.1128 -0.9925 0.1582 -1.21
C -1.2114 -2.0574 0.4941 0.01
C -0.4436 -2.3680 -0.6634 -1.06
H -1.1482 -2.5548 1.4604 0.66
C -0.8524 -1.5029 -1.7214 0.30
C -1.9111 -0.6664 -1.2300 0.07
H -2.4569 0.0799 -1.8031 0.34
H -2.8334 -0.5229 0.8266 0.42
H 0.3200 -3.1378 -0.7358 0.63
H -0.4526 -1.4810 -2.7350 -0.04
Pd -0.0823 -0.0507 -0.0584 0.35
N -1.3506 -0.3869 3.0791 -0.25
C -1.3065 0.9609 3.0936 0.16
N -0.5159 1.7184 2.3677 0.11
C -0.4960 3.0327 2.8002 -0.05
C 0.5104 3.9718 2.5109 -0.42
C 0.7316 5.0202 3.3988 -0.65
C -0.1377 5.2558 4.4735 -0.53
C -1.2576 4.4358 4.6601 -0.44
C -1.3886 3.2952 3.8787 0.64
S -2.3383 1.8690 4.2090 -0.25
H -1.8425 -0.8327 3.8445 0.22
H -0.5547 -0.8821 2.6895 0.14
H 1.1294 3.8144 1.6273 0.47
H 1.5933 5.6756 3.2546 0.36
H 0.0409 6.0815 5.1650 0.37
H -2.0208 4.6098 5.4169 0.37
```

## Properties
- Charge: +1
- HOMO level (alpha / beta): -9.5880 / -10.9327 eV
- Spin multiplicity: 5
- Kohn-Sham gap (alpha / beta): 7.4233 / 5.5690 eV
- Expectation value of S²: 6.019

---

Which formula does entry 2 have? C21H25N2O4S3V